Record 1
{
  "formula": "C6H11O5",
  "method": "ωB97M-V/def2-TZVPD",
  "symbols": ["C", "C", "C", "C", "C", "C", "O", "O", "O", "O", "O", "H", "H", "H", "H", "H", "H", "H", "H", "H", "H", "H"],
  "positions_angstrom": [[-0.936539, 1.342544, -0.221322], [0.560354, 1.129974, 0.212224], [-1.864516, 0.356872, 0.539666], [0.936908, -0.954559, 0.242300], [-1.151091, -1.653910, -0.863124], [2.369357, -1.313488, -0.043424], [-2.055192, -0.947374, -0.392657], [-0.999481, 1.202904, -1.615161], [1.627009, 1.753455, -0.366093], [-1.369153, 0.162826, 1.813884], [0.038768, -1.712118, -0.677650], [-1.311279, 2.271450, 0.063981], [0.452003, 1.372376, 1.243635], [-2.890335, 0.772711, 0.449843], [0.619805, -1.226350, 1.266226], [-1.553370, -2.326918, -1.567288], [3.050362, -0.719658, 0.460666], [2.530042, -1.024327, -1.013762], [2.627866, -2.331958, 0.091642], [-1.131684, 2.130646, -2.019728], [2.343224, 2.207708, 0.097011], [-1.893064, -0.492805, 2.299133]],
  "forces_ev_per_angstrom": [[2.6, -2.2, -1.5], [0.5, -2.2, 1.4], [0.3, 0.5, -0.9], [-0.9, 2.9, 1.7], [-2.0, -0.3, -0.9], [-2.2, 0.0, -0.1], [-1.0, 2.7, 2.6], [-1.2, 2.0, -1.1], [-1.3, -0.3, -2.0], [-0.7, -0.8, -1.4], [4.3, 0.0, 0.6], [-0.2, 2.0, 0.7], [0.8, -0.4, 1.2], [0.4, -0.9, 0.4], [0.0, 0.1, -0.7], [-0.2, -1.1, -1.0], [1.0, 1.2, 1.7], [0.6, 0.3, -2.8], [0.0, -1.1, 0.2], [0.3, -2.3, 0.8], [-0.8, -0.4, 0.9], [-0.2, 0.3, 0.1]],
  "total_charge": 1,
  "de_lowest_kcal_mol": 54.4,
  "fmax_ev_per_a": 4.338,
  "homo_lumo_gap_ev": 10.151,
  "e_tot_ev": -16626.824
}


Record 2
{
  "formula": "C6H8N2O",
  "method": "ωB97M-V/def2-TZVPD",
  "symbols": ["C", "C", "C", "C", "C", "C", "H", "H", "H", "H", "H", "H", "H", "H", "N", "N", "O"],
  "positions_angstrom": [[1.586715, -1.425348, 1.394555], [0.263341, -1.011526, 0.720803], [0.688328, -0.469993, -0.568316], [-0.499127, 0.298625, -1.176589], [-0.592332, 1.945114, -0.942988], [-1.518529, 0.369007, 0.943102], [1.459721, -1.711849, 2.355261], [-0.012472, -1.990579, 0.055583], [0.952486, -1.467265, -1.341075], [1.594575, 0.460436, -0.667969], [-0.836005, 0.199693, -2.232800], [-0.153974, 2.592894, -0.275572], [-0.969659, 2.402287, -1.944568], [-2.196112, 0.902342, 1.736873], [-1.643710, 0.742522, -0.447133], [-0.765265, -0.342744, 1.601587], [2.642019, -1.493615, 0.789248]],
  "forces_ev_per_angstrom": [[-0.2, 0.5, -3.5], [1.1, -2.9, -0.3], [1.8, 2.8, -5.3], [0.5, 3.6, -1.5], [-3.4, -5.0, -4.0], [-3.8, 4.9, 1.1], [0.1, -1.0, 3.7], [-0.7, 1.1, 3.3], [-0.2, 3.4, 2.0], [-2.2, -3.4, 0.7], [0.9, -0.7, 0.7], [1.1, 0.6, 1.9], [0.4, -0.6, 2.3], [0.4, -0.4, -2.3], [1.4, 0.6, 1.6], [4.1, -3.6, -1.3], [-1.1, 0.1, 0.9]],
  "de_lowest_kcal_mol": 140.9,
  "smiles": "O=C[C@@H]1C[C@@H]2CN2C=N1",
  "fmax_ev_per_a": 7.270,
  "homo_lumo_gap_ev": 9.824,
  "e_tot_ev": -11373.236
}


Record 3
{
  "formula": "C5H10BNS",
  "method": "ωB97M-V/def2-TZVPD",
  "symbols": ["B", "C", "C", "C", "C", "C", "N", "S", "H", "H", "H", "H", "H", "H", "H", "H", "H", "H"],
  "positions_angstrom": [[0.304357, 1.108328, -0.606076], [0.124259, -2.632253, 0.882150], [-0.975701, -2.349442, 0.107336], [-0.312655, 1.942578, 1.896803], [-0.274483, 1.865349, 3.329688], [-0.840471, -1.582131, -1.123492], [-0.092483, 1.723513, 0.778459], [-1.370214, 0.152104, -1.086197], [0.664824, 1.891869, -1.449499], [0.939670, 0.199441, -0.176063], [1.087804, -2.612196, 0.491104], [-0.014762, -3.018277, 1.873639], [0.205963, 2.711522, 3.692654], [0.237188, 0.947727, 3.611161], [-1.265222, 1.936301, 3.775895], [-1.429806, -2.079203, -1.971241], [0.107411, -1.632535, -1.590616], [-1.925088, -2.615025, 0.502104]],
  "forces_ev_per_angstrom": [[-1.6, -0.9, -0.1], [-3.5, -0.1, -0.9], [3.3, -0.1, 2.3], [0.9, -1.2, -3.1], [-1.4, -0.6, 0.1], [-1.8, -0.9, -2.8], [-0.4, 1.2, 2.4], [0.1, 0.5, -0.1], [0.1, -0.1, 0.5], [0.9, 0.0, -0.3], [1.6, 0.6, -0.5], [0.0, -0.4, 0.3], [1.3, 1.5, 0.7], [0.0, 0.0, 0.1], [-0.1, -0.4, -0.2], [0.1, 0.7, 1.2], [1.5, 0.1, 0.2], [-0.9, 0.2, 0.2]],
  "de_lowest_kcal_mol": 0.0,
  "fmax_ev_per_a": 3.959,
  "homo_lumo_gap_ev": 7.958,
  "e_tot_ev": -18347.093
}


Record 4
{
  "formula": "C3H5NO",
  "method": "ωB97M-V/def2-TZVPD",
  "symbols": ["C", "C", "C", "H", "H", "H", "H", "H", "N", "O"],
  "positions_angstrom": [[-0.719934, 0.044996, -0.152178], [0.382734, 1.089248, -0.094033], [0.382151, -1.080398, -0.069392], [0.361414, 1.974804, -0.707391], [0.169987, 1.684363, 0.894089], [2.108177, -0.072645, 1.070929], [0.371597, -1.758027, 0.890209], [0.518060, -1.746742, -1.027547], [1.622977, 0.004646, -0.031243], [-1.894972, -0.054669, 0.124003]],
  "forces_ev_per_angstrom": [[1.2, -2.2, 1.9], [0.4, 1.0, 3.1], [1.8, -1.2, -0.3], [0.7, -0.3, -1.3], [0.6, -1.5, -1.1], [-2.3, 0.7, -4.0], [-0.3, 1.3, -1.9], [-0.4, 1.2, 1.9], [-3.1, 0.0, 2.9], [1.4, 0.9, -1.1]],
  "de_lowest_kcal_mol": 76.2,
  "smiles": "O=C1CNC1",
  "fmax_ev_per_a": 4.642,
  "homo_lumo_gap_ev": 10.365,
  "e_tot_ev": -6726.269
}


Record 5
{
  "formula": "C21H22FeNO3",
  "method": "ωB97M-V/def2-TZVPD",
  "symbols": ["O", "C", "Fe", "C", "O", "C", "O", "C", "C", "C", "C", "C", "C", "H", "H", "H", "H", "H", "H", "H", "C", "C", "C", "C", "C", "C", "N", "C", "C", "C", "C", "C", "C", "H", "H", "H", "H", "H", "H", "H", "H", "H", "H", "H", "H", "H", "H", "H"],
  "positions_angstrom": [[4.097563, -4.041019, -0.721788], [3.731134, -2.956360, -0.921689], [3.346642, -1.277268, -1.265113], [4.565246, -0.728828, -0.100867], [5.482058, -0.543285, 0.588978], [4.545978, -1.293474, -2.563322], [5.470985, -1.410611, -3.263646], [1.465540, -1.233905, -0.026939], [0.835059, -2.063550, -1.074229], [1.703973, -1.856994, -2.282469], [1.920658, -0.520083, -2.680158], [2.002746, 0.450545, -1.687605], [1.950702, 0.030304, -0.340763], [1.453845, -1.588470, 1.014367], [0.768454, -3.131875, -0.792884], [-0.210594, -1.749238, -1.294819], [1.767379, -2.665340, -3.011466], [2.122287, -0.280753, -3.727368], [2.219534, 1.495434, -1.918432], [2.214149, 0.731167, 0.455559], [0.837919, 0.388628, 4.862711], [1.281375, 1.409822, 4.010440], [0.701568, 1.578222, 2.757937], [-0.328482, 0.706145, 2.309701], [-0.917275, 0.890141, 0.999880], [-2.085478, 0.279731, 0.564173], [-2.870722, 0.745529, -0.414854], [-4.143778, 0.113519, -0.760140], [-4.696614, 0.905383, -1.948149], [-3.733405, 2.080937, -2.193348], [-2.616234, 1.984406, -1.138199], [-0.795021, -0.289718, 3.202497], [-0.203817, -0.453076, 4.451514], [1.302661, 0.250627, 5.840764], [2.086636, 2.073364, 4.323887], [1.009340, 2.401195, 2.110114], [-0.525505, 1.728693, 0.409476], [-2.462684, -0.614742, 1.075231], [-3.990297, -0.944644, -1.009883], [-4.844311, 0.146717, 0.088857], [-4.746558, 0.260650, -2.829066], [-5.707339, 1.257993, -1.730006], [-3.297645, 2.013566, -3.194056], [-4.248448, 3.041602, -2.110024], [-2.649366, 2.859228, -0.467653], [-1.621249, 1.979308, -1.606020], [-1.632107, -0.915377, 2.898365], [-0.556488, -1.244258, 5.110505]],
  "forces_ev_per_angstrom": [[-1.0, 2.5, -0.6], [1.8, -5.7, 1.5], [-0.7, 0.2, -0.1], [4.7, 2.1, 5.0], [-2.0, -0.6, -1.7], [5.6, -0.5, -5.4], [-2.7, 0.3, 2.0], [0.2, 0.7, 1.6], [-1.1, -0.6, -0.5], [-1.9, -0.2, -1.7], [-0.9, -1.0, -0.9], [-0.9, 2.2, 0.0], [-2.1, 0.3, 1.0], [0.1, 0.3, -0.4], [0.2, 0.5, -0.1], [0.1, -0.1, 0.2], [-0.1, 0.3, 0.0], [0.2, 0.0, 0.4], [0.1, -0.4, 0.0], [0.2, -0.3, -0.3], [0.0, 0.0, -0.3], [-0.1, 0.0, -0.2], [-0.1, -0.2, 0.0], [-0.2, -0.1, -0.2], [0.4, 1.1, 0.7], [-1.0, -0.2, -0.4], [1.1, -0.4, 1.1], [-0.6, -0.4, -0.1], [-0.1, -0.1, -0.1], [0.2, 0.1, -0.2], [0.0, 0.7, -0.5], [0.3, 0.1, 0.2], [-0.2, 0.0, -0.3], [-0.2, 0.0, -0.3], [-0.3, -0.1, -0.1], [0.0, -0.3, 0.2], [-0.1, -0.4, 0.2], [0.1, 0.4, -0.3], [0.1, 0.3, 0.1], [0.4, 0.1, -0.1], [-0.1, 0.2, 0.1], [0.2, -0.1, -0.1], [-0.1, 0.1, 0.2], [0.1, -0.2, -0.1], [0.0, -0.5, 0.1], [-0.2, -0.2, 0.2], [0.3, 0.0, 0.2], [0.1, 0.2, -0.1]],
  "total_charge": 1,
  "de_lowest_kcal_mol": 0.0,
  "fmax_ev_per_a": 7.775,
  "multiplicity": 5,
  "homo_lumo_gap_ev": [5.033, 4.688],
  "e_tot_ev": -64141.907
}


Record 6
{
  "formula": "C36H33AuBrN3O6PSSe2",
  "method": "ωB97M-V/def2-TZVPD",
  "symbols": ["Au", "Se", "P", "Se", "C", "C", "C", "C", "C", "C", "C", "C", "C", "C", "C", "C", "H", "H", "H", "H", "H", "H", "H", "H", "H", "H", "C", "O", "C", "C", "C", "Br", "C", "C", "C", "O", "C", "N", "C", "C", "C", "C", "C", "C", "N", "H", "H", "H", "H", "H", "H", "H", "H", "H", "H", "H", "C", "C", "C", "C", "C", "C", "C", "S", "O", "O", "N", "C", "C", "C", "O", "O", "H", "H", "H", "H", "H", "H", "H", "H", "H", "H", "H", "H"],
  "positions_angstrom": [[1.877411, -0.105345, -0.021098], [1.215501, 1.480174, 1.607998], [3.347184, 1.930922, 2.072880], [4.049128, 0.874525, 0.254456], [3.918267, 1.058260, 3.536870], [4.792380, 1.567546, 4.493195], [5.192221, 0.771326, 5.555795], [4.733718, -0.531298, 5.666237], [3.882711, -1.052581, 4.698919], [3.479046, -0.267859, 3.637215], [3.604195, 3.702615, 1.991829], [3.985697, 4.518669, 3.054731], [4.136892, 5.882089, 2.855632], [3.907486, 6.437688, 1.606792], [3.508835, 5.630595, 0.548643], [3.354842, 4.271541, 0.737934], [5.208711, 2.558387, 4.415966], [5.873426, 1.175491, 6.291555], [5.049120, -1.146210, 6.498009], [3.535908, -2.074352, 4.765968], [2.827315, -0.699185, 2.885449], [4.126387, 4.128159, 4.048966], [4.428826, 6.508164, 3.687179], [4.030865, 7.501664, 1.458276], [3.321849, 6.060853, -0.425386], [3.052726, 3.644177, -0.091823], [3.080404, -2.499234, -1.731379], [2.553126, -1.166684, -1.927867], [2.102150, -0.861656, -3.205694], [2.352901, -1.699936, -4.277977], [1.905096, -1.335642, -5.540783], [2.237953, -2.501342, -6.986389], [1.241336, -0.150575, -5.754988], [0.996898, 0.703979, -4.679536], [1.400321, 0.331509, -3.399282], [1.111011, 1.127740, -2.299653], [0.310063, 1.968202, -4.973963], [-0.289852, 2.197630, -6.108800], [-0.763197, 3.489567, -6.021603], [-1.481621, 4.242807, -6.951440], [-1.824849, 5.530821, -6.601246], [-1.471197, 6.073055, -5.354938], [-0.765917, 5.341785, -4.419597], [-0.421371, 4.043854, -4.778852], [0.251183, 3.038514, -4.113404], [3.967322, -2.633362, -2.347745], [2.318308, -3.237466, -1.978175], [3.333741, -2.569488, -0.679441], [2.879522, -2.632823, -4.163408], [0.906421, 0.143550, -6.738438], [0.147812, 1.194413, -2.226431], [-1.751728, 3.821501, -7.909448], [-2.380105, 6.143455, -7.298295], [-1.763220, 7.088505, -5.123582], [-0.499737, 5.760108, -3.457669], [0.771450, 3.121672, -3.258669], [-8.863250, -5.134738, 3.921993], [-7.617864, -4.740015, 3.184135], [-7.216282, -3.406973, 3.119807], [-6.056304, -3.042809, 2.458748], [-5.291935, -4.024213, 1.848021], [-5.675188, -5.355923, 1.883624], [-6.833572, -5.705526, 2.555034], [-3.815050, -3.569533, 1.007404], [-3.525477, -4.581094, 0.027694], [-3.874641, -2.191268, 0.617729], [-2.680898, -3.636104, 2.234000], [-1.489639, -2.818386, 2.046504], [-0.550972, -3.344527, 0.950054], [0.558382, -2.355989, 0.689459], [1.728500, -2.534184, 1.026054], [0.166811, -1.271616, 0.078829], [-9.517539, -4.279222, 4.080598], [-8.612905, -5.550227, 4.900002], [-9.419217, -5.895725, 3.375192], [-7.825666, -2.643917, 3.587137], [-5.750081, -2.007441, 2.398322], [-5.085867, -6.101540, 1.367099], [-7.142950, -6.742832, 2.578536], [-2.479504, -4.602101, 2.466470], [-0.970495, -2.774938, 3.005766], [-1.820077, -1.811095, 1.798927], [-1.121018, -3.479153, 0.030350], [-0.112175, -4.299387, 1.239018]],
  "forces_ev_per_angstrom": [[0.2, -0.4, -0.4], [0.0, 0.1, 0.5], [-0.2, -0.2, -0.1], [0.2, 0.4, -0.1], [-0.1, 0.0, 0.0], [0.2, 0.1, 0.0], [0.0, 0.0, 0.0], [0.0, 0.0, 0.0], [0.0, 0.0, 0.0], [-0.1, 0.0, 0.0], [0.1, 0.0, -0.1], [-0.1, 0.0, 0.1], [0.0, 0.0, 0.0], [0.0, 0.0, 0.0], [0.0, 0.0, 0.0], [0.1, 0.0, -0.1], [0.0, 0.0, -0.1], [0.0, 0.0, 0.0], [0.0, 0.0, 0.0], [0.0, 0.0, 0.0], [0.0, 0.0, 0.0], [0.0, -0.1, 0.0], [0.0, 0.0, 0.0], [0.0, 0.0, 0.0], [0.0, 0.0, 0.0], [0.0, 0.0, 0.0], [0.1, 0.0, 0.0], [-0.1, -0.1, 0.2], [-0.1, 0.1, -0.1], [0.0, 0.0, 0.0], [0.0, 0.0, 0.0], [0.0, 0.0, 0.0], [0.1, 0.0, 0.0], [0.1, -0.1, 0.1], [0.0, -0.1, -0.1], [0.0, -0.1, 0.0], [-0.1, 0.1, -0.1], [0.1, -0.2, 0.1], [0.0, 0.2, 0.1], [0.0, 0.0, 0.0], [0.0, 0.0, 0.0], [0.0, 0.0, 0.1], [0.0, 0.0, 0.0], [0.0, 0.0, -0.1], [0.0, 0.0, 0.0], [0.0, 0.0, 0.0], [0.0, 0.0, 0.0], [0.0, 0.0, 0.0], [0.0, 0.0, 0.0], [0.0, 0.0, 0.0], [0.0, 0.0, 0.0], [0.0, 0.0, 0.0], [0.0, 0.0, 0.0], [0.0, 0.0, 0.0], [0.0, 0.0, 0.0], [0.0, 0.0, 0.0], [-0.1, 0.0, 0.0], [0.1, 0.0, 0.0], [0.0, 0.0, 0.0], [0.0, 0.1, 0.0], [0.1, 0.0, 0.0], [0.0, -0.1, -0.1], [0.0, 0.0, 0.0], [0.1, -0.2, 0.2], [0.0, 0.0, 0.0], [0.0, 0.1, 0.0], [-0.3, 0.0, -0.1], [0.1, 0.0, 0.0], [0.1, 0.1, 0.0], [-0.2, -0.3, 0.0], [-0.1, -0.1, 0.1], [0.0, 0.4, -0.1], [0.0, 0.0, 0.0], [0.0, 0.0, 0.0], [0.0, 0.0, 0.0], [0.0, 0.0, 0.0], [0.0, 0.0, 0.0], [0.0, 0.0, 0.0], [0.0, 0.0, 0.0], [0.0, 0.0, 0.0], [0.0, 0.0, 0.0], [0.0, 0.0, 0.0], [0.0, 0.0, 0.0], [0.0, 0.0, 0.0]],
  "total_charge": 1,
  "de_lowest_kcal_mol": 8.5,
  "fmax_ev_per_a": 0.552,
  "homo_lumo_gap_ev": 5.242,
  "e_tot_ev": -279169.410
}